No. 1
Below is a molecular structure, C12H9N3ORuS5 at a distorted geometry, with properties calculated with ωB97M-V/def2-TZVPD.

## Properties
ΔE to the lowest compared entry with this formula, charge and spin	0.119	eV
E_LUMO (spin up / spin down)	-9.021 / -9.017	eV
energy	-75850.952	eV
Kohn-Sham gap (spin up / spin down)	0.210 / 0.210	Eh
charge	+2

```
31
C12H9N3ORuS5 (ωB97M-V/def2-TZVPD)
Ru 0.643 1.115 -0.424
O 3.284 5.686 -4.487
C 2.855 4.943 -3.685
S 3.802 3.565 -2.992
C 2.562 3.011 -1.949
C 1.327 3.726 -1.949
S 0.104 3.259 -0.864
S 1.187 5.076 -2.992
S 2.769 1.719 -0.864
C -0.132 -0.228 4.521
N -0.561 -0.972 3.342
C -1.246 -2.160 3.362
C -1.461 -2.532 2.087
N -0.897 -1.553 1.263
C -0.345 -0.598 2.076
S 0.501 0.869 1.776
C -0.932 -1.614 -0.146
C -1.554 -2.692 -0.783
C -1.581 -2.738 -2.160
C -0.991 -1.716 -2.902
C -0.401 -0.694 -2.209
N -0.366 -0.632 -0.854
H -0.453 -0.785 5.396
H -0.597 0.757 4.517
H 0.953 -0.137 4.517
H -1.522 -2.638 4.284
H -1.961 -3.399 1.709
H -2.012 -3.486 -0.221
H -2.061 -3.570 -2.656
H -0.993 -1.718 -3.981
H 0.078 0.137 -2.731
```

No. 2
Below is C6H10F2N2 in the gas phase at a distorted geometry, with properties calculated with ωB97M-V/def2-TZVPD.

## Properties
ΔE to the lowest compared entry with this formula, charge and spin	2.393	eV
E_LUMO	0.975	eV
energy	-14795.858	eV
Kohn-Sham gap	0.340	Eh
SMILES	C=C/C(C)=N/N(C)C(F)F

```
20
C6H10F2N2 (ωB97M-V/def2-TZVPD)
C 2.022 -1.957 -1.298
C 0.731 -1.735 -1.603
C -0.027 -0.688 -0.836
C -1.258 -0.211 -1.566
C 0.867 1.005 2.240
C -1.145 1.428 1.122
N 0.444 -0.350 0.293
N 0.004 0.609 1.102
F -2.317 0.740 1.063
F -1.281 2.257 0.004
H 2.479 -2.744 -1.793
H 2.531 -1.420 -0.629
H 0.044 -2.139 -2.346
H -1.251 -0.153 -2.634
H -1.735 0.807 -1.225
H -2.066 -0.841 -1.254
H 1.759 0.583 2.055
H 0.974 2.018 2.428
H 0.476 0.552 3.047
H -1.252 2.239 1.829
```

No. 3
Below is a molecular structure, C40H31Cl2N9TeTi at a distorted geometry, with properties calculated with ωB97M-V/def2-TZVPD.

## Properties
ΔE to the lowest compared entry with this formula, charge and spin	0.795	eV
E_LUMO (spin up / spin down)	-3.355 / -3.508	eV
multiplicity	2
energy	-110844.130	eV
Kohn-Sham gap (spin up / spin down)	0.179 / 0.252	Eh
charge	+1

```
84
C40H31Cl2N9TeTi (ωB97M-V/def2-TZVPD)
Ti 0.157 -0.378 -0.209
C 0.807 2.222 -3.696
C 0.196 1.433 -2.771
N 0.859 0.950 -1.692
C 2.181 1.282 -1.586
C 2.770 2.105 -2.570
N 2.120 2.573 -3.599
C 2.823 0.808 -0.408
C 4.205 0.808 -0.145
C 4.698 0.223 0.991
C 3.778 -0.370 1.901
C 2.447 -0.314 1.626
N 1.959 0.267 0.499
C 1.369 -0.823 2.493
C 1.564 -1.411 3.741
N 0.555 -1.746 4.524
C -0.673 -1.496 4.066
C -0.891 -0.969 2.809
N 0.135 -0.643 2.015
C 6.152 0.186 1.267
C 6.749 -0.941 1.820
C 8.116 -0.931 2.049
N 8.905 0.105 1.776
C 8.325 1.181 1.251
C 6.969 1.272 0.979
H 0.253 2.596 -4.545
H -0.843 1.146 -2.878
H 3.815 2.381 -2.478
H 4.888 1.231 -0.869
H 4.140 -0.831 2.808
H 2.565 -1.609 4.101
H -1.507 -1.739 4.711
H -1.890 -0.822 2.420
H 6.173 -1.829 2.046
H 8.601 -1.805 2.468
H 8.976 2.022 1.040
H 6.561 2.188 0.574
Cl -0.273 -1.942 -3.572
C 0.005 -3.316 -2.529
C -0.317 -4.571 -3.015
C -0.115 -5.692 -2.222
C 0.407 -5.538 -0.945
C 0.723 -4.271 -0.489
Cl 1.317 -4.115 1.146
C 0.543 -3.118 -1.260
N 0.811 -1.875 -0.748
H -0.718 -4.662 -4.015
H -0.356 -6.676 -2.597
H 0.571 -6.389 -0.300
Te -1.426 2.060 0.720
C -3.398 1.565 1.243
C -4.401 1.430 0.288
C -5.685 1.080 0.683
C -5.965 0.846 2.023
C -4.967 0.984 2.975
C -3.684 1.355 2.587
C -1.813 3.726 -0.476
C -2.305 3.619 -1.772
C -2.569 4.768 -2.504
C -2.332 6.016 -1.947
C -1.836 6.122 -0.657
C -1.576 4.978 0.085
H -4.199 1.627 -0.757
H -6.470 0.999 -0.057
H -6.967 0.573 2.326
H -5.186 0.825 4.022
H -2.917 1.496 3.339
H -2.483 2.649 -2.217
H -2.953 4.687 -3.512
H -2.532 6.910 -2.523
H -1.650 7.095 -0.223
H -1.193 5.065 1.093
C -4.896 -2.217 -1.846
N -3.668 -2.159 -1.067
C -3.233 -3.084 -0.143
C -2.076 -2.597 0.367
N -1.798 -1.375 -0.221
C -2.783 -1.159 -1.072
H -5.032 -3.227 -2.225
H -4.805 -1.536 -2.689
H -5.749 -1.932 -1.233
H -3.771 -3.995 0.047
H -1.402 -3.054 1.072
H -2.881 -0.298 -1.714
```